# 1
Here is a 2-piece molecular cluster, C3H4N2O overall from the Open Molecules 2025 dataset. Energies are from the ωB97M-V functional and the def2-TZVPD basis.

The energy above the lowest of the compared OMol25 structures with the same formula, charge and spin is 623.43 kJ/mol. As for the molecular weight: 84.08 g mol⁻¹. As for the total charge: 0. As for the SMILES: C#[N+][O-].C#CN. For the gap between HOMO and LUMO (spin up / spin down), the calculation gives 9.28 / 9.28 eV. The largest force on an atom is 0.68 eV/A. Its spin multiplicity is 1.

Each line ends with the Löwdin charge.
Positions of all 10 atoms, in Å:
H1 -1.106 -2.257 -0.172  0.05
O1 -2.351 -0.189 0.183  -0.02
N1 1.703 -0.087 -0.520  0.04
N2 -1.752 0.865 0.159  -0.20
C1 -0.445 -1.423 -0.215  0.10
H2 1.918 0.795 -0.079  0.07
C2 0.437 -0.568 -0.290  -0.31
C3 -0.660 1.335 0.016  0.08
H3 -0.179 2.296 -0.024  0.09
H4 2.426 -0.771 -0.339  0.09

---

# 2
Here is C20H28DyNO3 as an isolated structure from the Open Molecules 2025 dataset. Energies are from the ωB97M-V functional and the def2-TZVPD basis.

The energy above the lowest of the compared OMol25 structures with the same formula, charge and spin is 0.00 kJ/mol. As for the molecular weight: 492.95 g mol⁻¹. As for the total charge: 0. For the gap between HOMO and LUMO (spin up / spin down), the calculation gives 7.98 / 8.05 eV. The largest force on an atom is 2.87 eV/A. Its spin multiplicity is 6.

Each line ends with the Löwdin spin population.
Positions of all 53 atoms, in Å:
C1 -0.158 -0.357 -1.174  0.00
C2 -1.025 -0.180 0.746  0.00
C3 -0.351 0.723 -2.203  0.00
C4 3.223 2.521 1.083  -0.01
H1 4.992 -0.249 0.362  0.00
C5 4.232 1.581 1.450  -0.01
C6 4.259 0.556 0.448  -0.01
C7 -5.668 0.537 -1.911  0.00
C8 0.783 -1.470 -1.596  0.00
Dy1 1.933 0.259 1.664  5.10
C9 -1.449 -0.900 -0.512  0.00
C10 -4.972 -0.049 -3.170  0.00
C11 -4.556 1.000 -0.976  0.00
C12 1.994 1.946 4.497  0.00
C13 1.424 -2.308 1.828  -0.01
N1 1.584 1.481 3.457  -0.01
H2 0.601 -2.746 1.263  0.00
C14 2.783 -2.204 1.402  -0.01
H3 3.175 -2.545 0.444  0.00
H4 -4.599 0.431 -0.035  0.00
H5 3.105 0.334 -1.462  0.00
H6 0.440 -1.816 3.794  0.00
C15 2.659 -1.468 3.593  -0.01
O1 2.380 2.409 5.522  0.00
H7 0.458 -1.805 -2.583  0.00
H8 -5.152 0.593 -4.036  0.00
H9 4.926 1.669 2.287  0.00
C16 3.248 0.847 -0.516  -0.01
H10 -2.855 0.338 -3.653  0.00
H11 -6.312 1.368 -2.200  0.00
H12 -6.309 -0.220 -1.449  0.00
H13 -2.373 -0.441 -0.881  0.00
C17 -3.487 -0.062 -2.842  0.00
C18 3.543 -1.675 2.494  -0.01
H14 2.945 -1.153 4.597  0.00
H15 4.622 -1.514 2.506  0.00
C19 1.347 -1.837 3.182  -0.01
H16 -1.665 0.677 0.976  0.00
H17 3.008 3.470 1.570  0.00
H18 -3.165 -1.103 -2.640  0.00
O2 0.234 0.288 0.099  -0.01
H19 0.622 1.069 -2.564  0.00
H20 1.825 2.575 -0.686  0.00
H21 -5.337 -1.047 -3.414  0.00
O3 -3.262 0.734 -1.609  0.00
H22 -0.839 -0.850 1.599  0.00
H23 -0.921 1.566 -1.793  0.00
H24 -4.621 2.077 -0.751  0.00
H25 -1.500 -1.992 -0.477  0.00
H26 1.817 -1.123 -1.653  0.00
H27 -0.897 0.316 -3.058  0.00
H28 0.715 -2.308 -0.899  0.00
C20 2.594 2.054 -0.118  -0.01

---

# 3
Here is one molecule with the formula C5H9NO from the Open Molecules 2025 dataset. Energies are from the ωB97M-V functional and the def2-TZVPD basis.

The energy above the lowest of the compared OMol25 structures with the same formula, charge and spin is 195.59 kJ/mol. As for the molecular weight: 99.13 g mol⁻¹. As for the total charge: 0. As for the SMILES: C[C@H]1N[C@H]1CC=O. For the gap between HOMO and LUMO, the calculation gives 10.74 eV. The largest force on an atom is 0.36 eV/A. Its spin multiplicity is 1.

Each line ends with the Löwdin charge.
Positions of all 16 atoms, in Å:
H1 0.889 -2.217 -1.227  0.09
H2 -1.270 -1.445 -0.705  0.14
C1 -0.630 -0.497 1.184  -0.12
H3 0.530 1.824 -0.301  0.07
C2 0.475 -0.190 -1.138  -0.32
H4 1.750 1.514 -1.537  0.07
N1 0.924 -1.459 -0.550  0.05
H5 0.188 -0.206 -2.190  0.14
C3 -0.416 -0.955 -0.237  -0.30
C4 1.210 1.061 -0.699  -0.05
H6 1.946 0.806 0.070  0.08
H7 -1.321 1.338 2.240  0.12
O1 -2.048 1.262 0.368  0.05
H8 0.340 -0.376 1.677  0.12
C5 -1.400 0.797 1.274  -0.27
H9 -1.167 -1.256 1.770  0.13

---

# 4
Here is C4H4N4 as an isolated structure from the Open Molecules 2025 dataset. Energies are from the ωB97M-V functional and the def2-TZVPD basis.

The energy above the lowest of the compared OMol25 structures with the same formula, charge and spin is 342.06 kJ/mol. As for the molecular weight: 108.10 g mol⁻¹. As for the total charge: 0. For the gap between HOMO and LUMO, the calculation gives 9.32 eV. The largest force on an atom is 9.40 eV/A. Its spin multiplicity is 1.

Each line ends with the Löwdin charge.
Positions of all 12 atoms, in Å:
C1 -0.072 -0.838 -0.017  -0.36
H1 2.857 -0.275 -0.039  0.19
H2 1.847 1.917 0.351  0.14
N1 1.806 -0.218 -0.153  -0.10
C2 -0.134 0.600 0.101  -0.14
N2 1.136 -1.317 -0.134  0.10
N3 -1.490 1.011 -0.223  0.05
H3 -1.944 -2.195 0.061  0.10
H4 -1.770 1.889 -0.037  0.08
C3 1.257 0.970 0.046  -0.04
N4 -2.190 -0.214 -0.066  0.02
C4 -1.303 -1.328 0.111  -0.04

---

# 5
Here is C25H32F4I2N2O4P as an isolated structure from the Open Molecules 2025 dataset. Energies are from the ωB97M-V functional and the def2-TZVPD basis.

As for the molecular weight: 785.32 g mol⁻¹. As for the total charge: +1. For the gap between HOMO and LUMO, the calculation gives 7.59 eV. The largest force on an atom is 7.24 eV/A. Its spin multiplicity is 1.

Each line ends with the Löwdin charge.
Positions of all 70 atoms, in Å:
N1 -3.548 -0.534 1.117  -0.67
C1 5.387 -0.938 1.111  -0.03
C2 -2.524 1.063 -4.993  -0.01
C3 7.373 -0.458 -0.176  -0.09
N2 -1.530 1.731 0.396  -0.02
C4 -1.235 0.453 -2.433  -0.17
C5 6.415 -2.674 -0.226  -0.01
C6 -1.377 2.175 -5.409  -0.17
H1 -1.089 -1.651 4.794  0.13
H2 -2.059 -3.751 4.284  0.13
H3 -1.225 2.320 -0.439  0.16
H4 0.767 1.822 -2.172  0.06
H5 0.207 -1.751 3.436  0.11
C7 -4.003 0.708 0.423  -0.71
H6 -2.002 3.994 -6.814  0.09
H7 2.434 -0.400 -0.619  0.10
H8 -1.375 2.501 2.662  0.15
F1 -4.825 3.707 -0.450  0.01
H9 -0.206 3.319 -7.000  0.09
C8 -1.797 -0.555 2.933  -0.14
H10 -3.270 2.508 1.575  0.17
H11 -1.261 0.418 3.298  0.10
C9 -2.081 -0.675 1.339  -0.36
F2 -2.587 4.471 -0.333  0.01
O1 0.856 -1.893 0.918  -0.20
H12 1.177 -3.687 4.349  0.10
H13 0.944 3.125 0.436  0.10
H14 1.774 -2.091 1.276  0.09
O2 1.178 0.367 2.262  -0.34
C10 6.372 -0.039 0.703  -0.08
H15 -2.286 -1.087 -1.129  0.09
C11 0.354 -4.519 4.142  -0.13
C12 -1.591 -3.295 3.307  -0.18
H16 -3.389 0.835 -5.764  0.10
I1 -4.536 -2.242 0.593  0.98
I2 -6.046 1.037 1.274  0.82
F3 4.475 -3.112 1.041  0.05
H17 0.964 -5.510 3.881  0.11
O3 1.884 0.395 -0.312  -0.22
H18 0.510 4.402 1.940  0.11
C13 -2.460 0.218 -3.551  -0.01
C14 0.229 3.436 1.339  0.10
C15 -1.126 0.300 0.368  -0.30
H19 -1.611 2.297 -7.743  0.10
H20 -0.426 -1.303 -1.257  0.15
C16 -3.424 3.234 -0.565  -0.18
H21 6.360 0.985 1.069  0.11
H22 -1.784 -1.778 0.987  0.12
H23 6.421 -3.702 -0.572  0.12
C17 -0.950 2.558 1.568  -0.11
H24 8.139 0.245 -0.498  0.10
C18 -0.178 2.440 -4.309  -0.01
H25 -3.321 -0.585 -3.352  0.10
C19 -3.040 2.012 0.511  -0.12
H26 -0.304 -4.767 5.085  0.10
H27 -2.319 -3.355 2.393  0.07
H28 4.596 -0.629 1.788  0.11
C20 -0.972 -1.811 3.616  -0.16
C21 7.394 -1.773 -0.643  -0.07
H29 0.669 3.236 -4.510  0.10
C22 -1.266 -0.465 -1.113  -0.13
C23 -1.349 3.020 -6.832  -0.11
O4 -0.430 -4.175 2.946  -0.28
H30 -4.143 0.447 -0.730  0.10
C24 -0.127 1.581 -2.883  -0.03
C25 5.419 -2.248 0.645  -0.30
H31 -2.861 -0.554 3.475  0.14
P1 0.673 -0.122 0.862  0.80
H32 8.172 -2.095 -1.331  0.11
F4 -3.212 2.864 -1.980  0.03